Entry 1:
{"formula": "C23H32CrF6N6O11P2S3Se", "method": "ωB97M-V with the def2-TZVPD basis set", "symbols": ["Cr", "S", "C", "C", "C", "C", "C", "C", "N", "C", "C", "C", "C", "C", "C", "C", "H", "H", "H", "H", "H", "H", "H", "H", "C", "N", "C", "P", "O", "O", "P", "O", "N", "C", "C", "N", "C", "C", "N", "C", "C", "H", "H", "H", "H", "H", "H", "H", "H", "H", "H", "H", "H", "H", "H", "H", "H", "H", "H", "H", "H", "H", "H", "H", "H", "O", "Se", "O", "O", "O", "F", "C", "F", "F", "S", "O", "O", "N", "S", "O", "O", "C", "F", "F", "F"], "coordinates": [[0.221538, 0.119899, -0.066122], [-0.615401, -2.005257, 3.780007], [0.791029, -1.052829, 4.114321], [1.485137, -0.957908, 5.314498], [2.577367, -0.117643, 5.367391], [2.967026, 0.607498, 4.238357], [2.282676, 0.508861, 3.043679], [1.174758, -0.336287, 2.974670], [0.339747, -0.568195, 1.886716], [-0.630231, -1.388614, 2.176127], [-1.629655, -1.708691, 1.179897], [-2.625979, -2.658771, 1.392801], [-3.472086, -3.003051, 0.358059], [-3.284110, -2.422757, -0.889912], [-2.291370, -1.474655, -1.101140], [-1.480850, -1.065345, -0.051115], [1.175549, -1.530929, 6.178202], [3.137260, -0.022510, 6.288471], [3.838233, 1.246893, 4.291844], [2.617357, 1.037859, 2.167648], [-2.715966, -3.143753, 2.357955], [-4.243833, -3.746140, 0.506943], [-3.905938, -2.727297, -1.722887], [-2.157455, -1.087024, -2.098335], [1.593711, 5.291292, -0.419776], [1.009477, 3.985729, -0.240279], [1.528260, 3.329534, 0.930446], [-0.036718, 3.104315, -1.700994], [0.348539, 1.657525, -1.094553], [-1.470286, 3.248267, -0.509496], [-1.812944, 2.615787, 0.841113], [-1.120278, 1.307480, 1.105691], [-3.466864, 2.401860, 0.910059], [-4.264814, 3.621717, 0.900085], [-3.995901, 1.410213, -0.023361], [-1.444359, 3.700386, 2.029769], [-1.413647, 5.130442, 1.814519], [-1.212844, 3.259673, 3.390699], [-1.106230, 2.573944, -2.924104], [-1.356918, 3.326245, -4.142210], [-1.379090, 1.167913, -3.093481], [1.610018, 5.818084, 0.537363], [1.062435, 5.863167, -1.168967], [2.628876, 5.155433, -0.757099], [2.547127, 3.015003, 0.681735], [0.951603, 2.455674, 1.199423], [1.559191, 4.035406, 1.763542], [-3.903175, 4.320209, 1.652451], [-5.296745, 3.366081, 1.146644], [-4.253931, 4.115802, -0.079528], [-3.416034, 0.495252, 0.041453], [-3.975903, 1.774814, -1.058412], [-5.027456, 1.183048, 0.252011], [-1.534705, 5.354018, 0.755965], [-0.454187, 5.541727, 2.146626], [-2.204037, 5.641107, 2.377840], [-1.021985, 2.187903, 3.407560], [-2.066398, 3.477660, 4.042558], [-0.332987, 3.769766, 3.795499], [-1.170937, 4.384600, -4.004280], [-2.406709, 3.200074, -4.427540], [-0.738523, 2.975824, -4.975953], [-1.642932, 0.735285, -2.136225], [-0.545661, 0.599260, -3.524193], [-2.249188, 1.058182, -3.747476], [1.586833, -2.977589, 1.296613], [1.896656, -2.766316, -0.271456], [1.378250, -3.922433, -1.250756], [0.704079, -1.465704, -0.709265], [3.346794, -2.179874, -0.614472], [5.761249, 1.113896, -0.894340], [4.886772, 0.116869, -0.736329], [5.202672, -0.853544, -1.570901], [4.959714, -0.310602, 0.518176], [3.148913, 0.754249, -1.092175], [2.455648, 0.483165, 0.163027], [2.679138, 0.111864, -2.268440], [3.288148, 2.330402, -1.136509], [3.349653, 3.106482, -2.509394], [3.820833, 4.441703, -2.234767], [3.957510, 2.403097, -3.597901], [1.526923, 3.291849, -2.939198], [1.316532, 2.368443, -3.909166], [-0.454355, 4.668271, -2.001842], [1.452386, 4.511615, -3.549405]], "forces_ev_per_angstrom": [[-0.6, -0.9, 0.5], [0.0, 0.0, 0.0], [0.0, 0.0, 0.0], [0.0, 0.0, 0.0], [0.0, 0.0, 0.0], [0.0, 0.0, 0.0], [0.0, 0.0, 0.0], [0.0, -0.1, 0.1], [0.1, 0.0, -0.1], [0.0, 0.1, 0.0], [-0.1, 0.0, -0.1], [0.0, 0.0, 0.0], [0.0, 0.0, 0.0], [0.0, 0.0, 0.0], [0.0, 0.0, 0.1], [0.1, -0.1, 0.0], [0.0, 0.0, 0.0], [0.0, 0.0, 0.0], [0.0, 0.0, 0.0], [0.0, 0.0, 0.0], [0.0, 0.0, 0.0], [0.0, 0.0, 0.0], [0.0, 0.0, 0.0], [0.0, 0.0, 0.0], [-0.2, 0.1, 0.1], [0.4, 0.0, 0.0], [-0.2, 0.1, 0.1], [-0.6, -0.3, -0.2], [0.1, 0.3, -0.5], [0.2, 0.2, 0.1], [0.0, -0.1, 0.0], [0.1, 0.0, -0.1], [0.2, 0.0, -0.1], [0.0, 0.0, 0.1], [0.0, 0.0, 0.0], [0.1, 0.0, -0.1], [0.0, 0.0, 0.0], [0.0, 0.0, 0.0], [0.2, 0.2, 0.0], [0.0, 0.0, 0.0], [0.0, 0.0, 0.1], [0.0, 0.0, 0.0], [0.0, 0.0, 0.0], [0.0, 0.0, 0.0], [0.0, 0.0, 0.1], [-0.1, 0.0, 0.0], [0.0, 0.0, 0.0], [0.0, 0.0, 0.0], [0.0, 0.0, 0.0], [0.0, 0.0, 0.0], [0.0, 0.0, 0.0], [0.0, 0.0, 0.0], [0.0, 0.0, 0.0], [0.0, 0.0, 0.0], [0.0, 0.0, 0.0], [0.0, 0.0, 0.0], [0.0, 0.0, 0.0], [0.0, 0.0, 0.0], [0.0, 0.0, 0.0], [0.0, 0.0, 0.0], [0.0, 0.0, 0.0], [0.0, 0.0, 0.0], [0.0, 0.0, 0.0], [0.0, 0.0, 0.0], [0.0, 0.0, 0.0], [0.0, -0.1, 0.1], [-0.1, -0.2, -0.1], [-0.1, -0.2, 0.0], [0.3, 1.2, -0.1], [-0.1, -0.1, 0.2], [0.2, 0.1, 0.0], [-0.4, -0.1, -0.1], [0.3, 0.3, -0.1], [0.2, 0.1, 0.0], [0.2, 0.2, -0.1], [-0.5, -0.1, 0.4], [0.0, 0.1, -0.3], [0.5, -0.7, 0.0], [-0.2, 0.3, -0.4], [0.0, 0.0, 0.1], [0.0, 0.0, 0.0], [-0.1, 0.0, 0.1], [0.1, -0.1, 0.1], [0.1, -0.2, 0.1], [0.0, 0.0, -0.1]], "spin_multiplicity": 4, "homo_lumo_gap_ev": [7.013, 6.642], "total_charge": -1, "lumo_energy_ev": [0.89, 0.53], "homo_energy_ev": [-6.12, -6.11], "s2": 3.869}

***

Entry 2:
{"formula": "C23H32CrN4O15P2S2", "method": "ωB97M-V with the def2-TZVPD basis set", "symbols": ["Cr", "O", "C", "O", "C", "C", "C", "C", "C", "O", "C", "C", "O", "O", "H", "H", "H", "H", "H", "H", "H", "H", "N", "C", "C", "P", "O", "O", "O", "P", "O", "O", "O", "H", "H", "H", "H", "H", "H", "H", "H", "O", "S", "O", "O", "C", "N", "C", "C", "C", "N", "C", "C", "C", "N", "C", "C", "H", "H", "H", "H", "H", "H", "C", "C", "S", "O", "C", "C", "H", "H", "H", "H", "H", "H", "H", "H", "H", "H"], "coordinates": [[0.316729, 0.490754, -0.183584], [3.481864, 1.979679, -2.169658], [2.608423, 1.834102, -1.351564], [1.459102, 1.223844, -1.505577], [3.004997, 2.084314, 0.096476], [1.904114, 2.780249, 0.982357], [2.494551, 3.277707, 2.296635], [2.806467, 2.002930, 3.065408], [2.320418, 0.935704, 2.104207], [1.166330, 1.542884, 1.480144], [3.247288, 0.774407, 0.916105], [3.007888, -0.524120, 0.176836], [3.980036, -1.233720, -0.103707], [1.780909, -0.862000, -0.135482], [3.987923, 2.633207, 0.044474], [1.254122, 3.506704, 0.495295], [3.400976, 3.852215, 2.064006], [1.753983, 3.962718, 2.813194], [3.833379, 1.731828, 3.267383], [2.267378, 1.997111, 4.044277], [1.990254, 0.103066, 2.676204], [4.348900, 0.689076, 1.238077], [-0.226225, 1.560242, -3.517073], [-1.597897, 1.542193, -2.820235], [-2.590106, 2.150823, -3.808382], [-1.895505, -0.140068, -2.253031], [-2.063629, -1.074294, -3.559333], [-3.140661, -0.155437, -1.495448], [-0.534524, -0.524278, -1.627662], [-1.511314, 2.743907, -1.477076], [-3.076987, 3.048094, -1.088996], [-0.824875, 3.923880, -1.941385], [-0.866080, 2.004882, -0.301243], [0.003696, 0.776026, -4.259277], [0.583818, 1.503691, -2.915684], [-0.156815, 2.431377, -4.004277], [-2.549785, 1.564231, -4.710206], [-2.452205, 3.212948, -3.965672], [-3.640335, 1.922137, -3.628814], [-2.982459, -1.359081, -3.745793], [-3.153627, 3.873536, -0.586756], [-2.142443, 0.812449, 7.583079], [-3.216923, 0.047807, 8.112504], [-4.530467, 0.580547, 7.920286], [-3.005100, -0.436892, 9.442207], [-3.097903, -1.468544, 6.954780], [-3.493300, -2.711676, 7.310812], [-3.310988, -3.627621, 6.378702], [-2.837313, -3.329255, 5.081946], [-2.584885, -1.933551, 4.816378], [-2.699740, -1.103987, 5.777603], [-2.042042, -1.462785, 3.558346], [-1.212632, -2.266290, 2.765614], [-0.557565, -1.742848, 1.599064], [-0.713795, -0.447690, 1.263617], [-1.553109, 0.325197, 1.997572], [-2.182120, -0.109090, 3.127096], [-3.559330, -4.665074, 6.650109], [-2.908658, -4.100438, 4.331415], [-1.112140, -3.276217, 3.233472], [0.092149, -2.277561, 0.909842], [-1.602012, 1.395465, 1.636656], [-2.821726, 0.567245, 3.712731], [3.472976, -2.321005, -3.474104], [2.301907, -1.286776, -3.659815], [2.024794, -0.858351, -5.394479], [0.896771, 0.067111, -5.406644], [1.377042, -2.358226, -5.950594], [-0.050755, -2.582178, -5.481052], [3.466623, -2.549889, -2.410753], [4.421931, -1.897000, -3.939706], [3.356366, -3.354390, -3.781683], [2.613620, -0.422506, -3.162710], [1.389705, -1.732299, -3.198351], [1.980670, -3.249524, -5.771633], [1.270441, -2.323817, -7.101814], [-0.097616, -2.528746, -4.446921], [-0.486541, -3.463689, -5.824794], [-0.586406, -1.695389, -5.763962]], "forces_ev_per_angstrom": [[0.9, -1.0, 0.3], [-0.4, 0.3, -1.4], [0.5, -1.4, 1.7], [1.0, 1.7, -1.3], [0.4, 1.2, 0.9], [0.5, -1.1, 0.2], [0.0, 1.5, -0.2], [-0.6, -0.3, 0.9], [-0.6, 0.7, 0.2], [-0.1, 1.2, -1.2], [2.2, -0.5, 0.6], [0.3, -1.6, -1.0], [-0.9, 0.7, 0.3], [0.0, 0.5, 0.9], [-1.3, -0.2, 0.2], [-0.2, -0.5, -0.1], [-0.3, 0.1, 0.2], [0.9, -0.9, -0.5], [0.5, 0.6, 0.1], [0.3, -0.2, -0.9], [-0.2, -1.2, -0.1], [-1.7, 0.3, -0.4], [-1.0, -1.0, -1.6], [0.3, 0.5, -1.4], [-0.9, -1.5, -0.6], [0.1, -0.8, 0.6], [0.1, 0.0, -0.5], [-0.7, 0.0, 0.7], [-0.9, 0.0, -0.5], [-1.3, -1.2, 2.2], [1.1, -0.4, -0.3], [1.1, 2.1, -1.0], [-0.5, 0.2, 0.2], [-0.7, 0.9, 0.9], [0.6, -0.1, 1.3], [0.1, 0.8, -0.4], [0.8, 0.2, -1.0], [0.1, 0.1, -0.1], [0.0, 0.4, 1.1], [0.7, 0.5, 0.5], [0.1, -0.2, -0.2], [1.3, 1.3, -0.7], [0.0, -1.7, 0.1], [-1.3, 0.3, -0.8], [0.3, -0.8, 1.0], [-1.6, 0.3, 2.4], [0.7, 1.0, 0.1], [0.3, -0.2, -1.2], [-0.8, 1.2, 0.5], [-0.2, -4.5, -0.2], [0.4, 2.4, 0.0], [1.2, 1.8, -2.4], [0.1, -0.3, 0.1], [-0.9, 0.2, 1.1], [-1.1, -0.8, 1.0], [0.6, 1.4, -0.6], [-1.0, -0.7, 1.1], [0.0, 0.5, -0.2], [0.4, 0.0, -0.2], [0.5, 0.7, -1.3], [-0.1, -0.3, 0.5], [-0.2, -1.5, 0.6], [0.4, -0.3, -0.3], [0.2, 0.8, -0.4], [0.0, -3.4, -0.6], [3.0, -0.6, 1.1], [-2.2, 2.0, -0.2], [-1.6, -2.4, -3.0], [1.0, 1.9, -0.3], [0.9, 1.0, 0.4], [-1.0, -0.7, 1.2], [-0.6, 0.0, -1.2], [0.2, 1.6, 0.7], [0.4, 0.8, -0.4], [0.5, 0.4, 0.3], [0.7, 0.3, 1.6], [-0.2, -0.4, 2.1], [-0.6, -1.4, -0.8], [-0.7, 0.1, -0.5]], "spin_multiplicity": 4, "homo_lumo_gap_ev": [7.070, 6.862], "total_charge": -1, "lumo_energy_ev": [1.59, 1.38], "homo_energy_ev": [-5.48, -5.48], "s2": 3.767}

***

Entry 3:
{"formula": "C23H32GeN6OS2V", "method": "ωB97M-V with the def2-TZVPD basis set", "symbols": ["V", "C", "C", "N", "N", "C", "N", "S", "C", "C", "C", "C", "C", "N", "H", "H", "H", "H", "H", "H", "H", "H", "H", "O", "N", "C", "C", "C", "C", "C", "S", "H", "H", "H", "H", "C", "Ge", "C", "C", "C", "H", "H", "H", "H", "H", "H", "H", "H", "H", "H", "H", "C", "C", "C", "C", "C", "C", "N", "H", "H", "H", "H", "H", "H", "H", "H"], "coordinates": [[-0.592189, 0.137030, 0.418973], [-3.779087, -2.708292, 0.065510], [-2.627560, -1.791683, -0.210637], [-2.146569, -0.996966, 0.714236], [-2.685610, -1.150487, 2.028312], [-1.727618, -1.199046, 2.890688], [-2.122589, -1.260043, 4.236003], [-0.007802, -1.207448, 2.525770], [-1.957584, -1.820679, -1.464702], [-2.417930, -2.449151, -2.621239], [-1.794710, -2.289217, -3.846486], [-0.747786, -1.286112, -3.907159], [-0.251697, -0.707185, -2.800546], [-0.589278, -1.224797, -1.470202], [-3.829976, -2.917296, 1.127439], [-3.670843, -3.641085, -0.492148], [-4.729047, -2.241750, -0.226846], [-3.049397, -0.867003, 4.338367], [-1.453489, -0.778242, 4.810904], [-3.333424, -3.031092, -2.550802], [-2.173174, -2.765431, -4.742867], [-0.408103, -0.912603, -4.869581], [0.447502, 0.111006, -2.827767], [1.426073, 0.503134, 0.133297], [1.938033, 1.705836, -0.056686], [3.177554, 1.909411, 0.382057], [3.804425, 3.117228, 0.240148], [3.093835, 4.153051, -0.380451], [1.838497, 3.933775, -0.825957], [1.184561, 2.664510, -0.692431], [-0.363606, 2.303860, -1.248949], [3.617785, 1.041768, 0.854518], [4.808492, 3.247080, 0.620795], [3.544727, 5.132335, -0.496783], [1.267723, 4.718787, -1.303570], [3.015575, -0.435513, -2.237808], [2.311061, -1.889457, -1.172713], [3.069099, -3.460090, -2.125356], [3.157929, -2.055442, 0.574583], [0.403969, -2.316201, -1.129485], [4.084336, -0.324219, -2.003954], [2.507884, 0.521503, -2.070092], [2.904557, -0.719325, -3.288323], [4.172709, -3.412693, -2.134763], [2.710809, -3.494735, -3.164711], [2.769205, -4.393703, -1.626511], [4.219527, -1.770909, 0.514163], [3.093381, -3.107367, 0.876121], [2.647825, -1.442770, 1.325946], [0.190614, -2.683468, -0.120900], [0.297241, -3.141460, -1.836728], [-3.617164, 1.699535, 0.537435], [-2.610358, 2.224810, 1.520008], [-2.794139, 3.295433, 2.385964], [-1.568284, 3.448982, 3.098655], [-0.713365, 2.463495, 2.615487], [0.734626, 2.297076, 2.992508], [-1.344875, 1.693114, 1.654251], [-4.373259, 2.469961, 0.355100], [-4.118271, 0.798619, 0.901369], [-3.162599, 1.444150, -0.422199], [-3.696042, 3.891322, 2.479972], [-1.325286, 4.194799, 3.850714], [0.869932, 2.405346, 4.073110], [1.370812, 3.053682, 2.510307], [1.102436, 1.312306, 2.716612]], "forces_ev_per_angstrom": [[1.3, 1.1, -0.6], [-0.3, -0.1, -0.2], [0.4, 0.1, -0.1], [-2.0, -1.4, 0.6], [0.5, 0.2, -0.6], [0.0, 0.1, -0.1], [0.0, -0.1, 0.0], [-0.4, -0.2, 0.2], [0.3, 0.3, -0.1], [0.2, 0.0, -0.1], [0.3, 0.2, 0.2], [-0.4, -0.3, 0.0], [-0.3, -0.3, 0.4], [0.2, -0.7, 0.0], [0.0, 0.0, 0.1], [0.0, 0.1, 0.0], [0.1, 0.0, 0.0], [0.0, 0.0, 0.0], [0.1, 0.1, 0.1], [0.0, 0.0, 0.0], [0.0, 0.1, 0.0], [0.0, 0.0, 0.0], [-0.1, 0.1, 0.1], [0.4, 0.1, 0.1], [-0.9, -0.2, -0.2], [0.8, 0.2, 0.2], [0.2, -0.1, 0.1], [0.7, 0.2, 0.2], [-1.1, -0.5, -0.3], [0.2, 0.5, -0.1], [0.1, 0.1, -0.1], [0.0, 0.0, 0.0], [0.0, 0.0, 0.0], [0.0, 0.0, 0.0], [0.0, -0.1, 0.0], [0.1, 0.5, -0.2], [0.2, -0.3, -0.1], [0.2, -0.3, -0.1], [0.1, 0.1, 0.4], [-0.6, 0.5, 0.0], [-0.2, 0.0, -0.1], [0.2, -0.3, -0.1], [0.1, 0.1, 0.0], [-0.3, 0.0, 0.0], [0.1, 0.0, 0.2], [0.1, 0.2, -0.1], [-0.2, -0.1, 0.0], [0.1, 0.1, 0.0], [0.1, -0.1, -0.2], [-0.1, 0.0, 0.0], [-0.2, -0.1, -0.1], [0.0, 0.0, 0.1], [0.3, 0.0, 0.1], [0.3, -0.1, 0.0], [-0.1, -0.2, -0.2], [-0.3, 0.0, -0.2], [-0.1, 0.1, -0.1], [-0.2, 1.0, 0.9], [0.0, 0.0, 0.0], [0.0, 0.0, 0.0], [0.0, 0.0, 0.0], [0.1, -0.1, 0.0], [0.0, -0.1, -0.1], [0.0, 0.0, 0.0], [0.0, -0.1, 0.0], [0.0, -0.1, -0.1]], "spin_multiplicity": 4, "homo_lumo_gap_ev": [4.342, 5.026], "total_charge": -2, "lumo_energy_ev": [4.72, 4.72], "homo_energy_ev": [0.38, -0.31], "s2": 3.781}